The following is a DFT calculation (the ωB97M-V functional and the def2-TZVPD basis) of a cluster of 2 separate species, C45H38N3O3 in total in a non-equilibrium geometry.

Calculated values
* DFT total energy: -57885.51966 eV
* HOMO energy: -8.4 eV
* total charge: +1
* E_LUMO: -5.07 eV
* gap between HOMO and LUMO: 3.29 eV

Element x y z (Å)
C -3.16293 1.04575 -1.07579
H 1.06991 1.90788 0.83078
O 5.45668 3.80208 1.04087
H 3.20470 5.83582 2.03845
C 0.31502 3.90550 0.40272
H 0.11415 0.11680 5.45998
H -1.65101 -2.28592 6.24886
C -0.75613 -4.13092 5.52569
C 0.16201 -2.18914 -2.62573
H 4.35419 5.63648 3.37576
C -0.14527 1.94356 -0.93431
H 3.19169 -4.12616 -3.99837
H -0.19419 -4.83916 6.14540
H -0.07182 -2.65723 6.96368
H 1.56738 0.75546 -3.05664
C -2.29240 -1.88507 -2.62791
C -3.93315 -3.19885 -3.89097
C -2.71081 -3.16182 -3.18581
H 2.83245 -0.28024 -2.31519
N -1.01990 -1.59296 -2.12210
N -2.42843 -0.00533 -1.62755
H -4.99209 4.21388 0.08739
C 2.34009 1.75893 2.85647
C -0.89506 4.11774 -1.68078
C -4.82911 2.71372 -1.45700
C -3.58738 2.66496 0.62900
H -1.08842 -4.35049 -2.38028
H -4.45604 -2.25998 -4.07162
H 2.84434 -3.91225 -1.52600
H -4.47148 0.98411 -2.75377
C 3.64404 3.78572 2.50339
C 1.14234 -1.20059 2.45420
C 5.20945 5.21151 1.42289
C 0.84989 -2.52672 2.66906
C 0.28819 -0.62213 4.67736
C -1.10845 -0.33459 -1.51522
C 2.11042 0.51234 -2.13372
C 4.03681 5.22700 2.40924
H -2.00309 -6.49949 -3.19890
H -3.40605 3.06977 1.62364
H -1.79616 -4.46960 5.44437
H 2.60529 1.41074 -1.74808
C 0.25765 -2.90185 3.88525
O 1.21388 -0.00790 -1.11792
H 0.75471 4.35215 1.29373
H -2.19808 0.99635 0.84565
H 1.62722 -2.98114 -5.56948
H -5.56891 3.16026 -2.11616
H 5.20596 1.10684 1.04931
H 6.13602 5.59472 1.86868
C -3.76624 -5.60872 -4.07642
H 4.97992 5.77964 0.51202
C 2.17273 -3.43139 -2.23212
C -2.02554 -4.37034 -2.93559
C -4.45451 -4.41463 -4.32220
C -0.65664 -2.69094 6.03882
C 0.34129 -2.27317 -4.00258
C 2.55062 3.15907 3.06475
H -0.58284 5.73435 -0.27752
C 2.35445 -3.54662 -3.61015
H 1.56431 -0.88980 1.49742
H -0.39857 -1.83256 -4.67426
H 1.82754 3.73490 3.64662
C -4.50541 3.28879 -0.22391
C -0.72187 2.75578 -1.92556
C -0.00018 -1.95567 4.90708
C 0.85182 -0.20564 3.43394
C 1.09032 -2.70403 -1.73588
H -5.40312 -4.43211 -4.85329
C -4.20486 1.53634 -1.85539
C 3.40729 1.00894 2.25166
H -1.02208 2.28138 -2.86400
C 1.07215 1.18760 3.15737
O -0.15804 -4.16657 4.17691
H 0.94358 -2.54742 -0.66903
H -1.41200 4.72896 -2.42044
C 4.44175 1.63948 1.60545
H 0.23857 1.87588 3.36434
C -0.05588 0.48975 -1.08740
C 1.47051 -2.93051 -4.49459
C -2.54970 -5.57810 -3.38848
C 4.54514 3.03860 1.70585
H 1.07369 -3.29976 1.94365
N -3.12782 -0.89805 -2.40573
H -4.17183 -6.55948 -4.42143
C -2.90229 1.53026 0.20798
H 3.35693 -0.07661 2.27064
C -0.42080 4.68167 -0.49567
C 0.48949 2.55020 0.16466